C5H6N4O | the ωB97M-V functional and the def2-TZVPD basis

Positions of all 16 atoms, in Å:
1 C -2.1251 -0.8116 0.4097
2 C -3.4136 -0.7716 -0.1659
3 C -1.6026 0.4830 0.0427
4 C 1.8180 0.8044 0.5376
5 C 2.6040 0.2690 -0.8125
6 N -3.7140 0.3891 -0.6702
7 N 0.6083 0.9851 0.7091
8 N -2.6635 1.1496 -0.4703
9 N -0.5035 1.1615 0.3266
10 O 1.7673 0.1831 -1.7620
11 H -1.6008 -1.5849 0.7959
12 H -4.1713 -1.6015 0.0525
13 H 2.5429 0.9473 1.2810
14 H 3.4814 1.0815 -0.8050
15 H 3.0623 -0.5667 -0.3352
16 H -2.6814 2.1035 -0.8394

Computed properties:
HOMO energy (spin up / spin down) (hartree): -0.3256 / -0.2833
E_LUMO (spin up / spin down) (Ha): -0.044 / -0.060
ΔE to the lowest compared entry with this formula, charge and spin (kcal per mole): 161.24
Gap between HOMO and LUMO (spin up / spin down) (eV): 7.66 / 6.07